[1]
Here is a cluster of 12 separate species, C37H78F21N5O25S7 in total from the Open Molecules 2025 dataset. Energies are from ωB97M-V/def2-TZVPD.

Geometry (Å):
1 C -0.292 -0.685 0.705
2 C 0.521 -1.291 -0.437
3 C -0.384 -2.250 -1.331
4 O 0.327 -3.158 -2.108
5 C 0.773 -4.318 -1.395
6 N 1.127 -0.170 -1.268
7 H 0.350 0.258 -1.769
8 H 1.522 0.560 -0.676
9 H 1.853 -0.496 -1.925
10 H -0.988 -1.417 1.114
11 H -0.972 0.095 0.356
12 H 0.323 -0.308 1.521
13 H 1.424 -1.665 0.046
14 H -0.871 -1.566 -2.028
15 H -1.085 -2.839 -0.740
16 H -0.079 -4.748 -0.865
17 H 1.545 -4.039 -0.679
18 H 1.215 -4.967 -2.147
19 C -5.277 -6.201 -0.199
20 N -3.935 -5.800 -0.754
21 C -3.233 -4.834 0.162
22 C -3.166 -7.105 -0.812
23 C -4.148 -5.192 -2.136
24 C -4.676 -3.766 -2.120
25 O -3.550 -2.927 -1.998
26 H -5.904 -5.315 -0.114
27 H -5.218 -6.802 0.705
28 H -5.828 -6.797 -0.928
29 H -2.352 -4.450 -0.339
30 H -3.088 -5.333 1.121
31 H -3.858 -4.009 0.506
32 H -2.138 -6.883 -1.096
33 H -3.681 -7.728 -1.540
34 H -3.149 -7.592 0.161
35 H -4.777 -5.889 -2.687
36 H -3.143 -5.225 -2.553
37 H -5.374 -3.604 -1.293
38 H -5.234 -3.600 -3.044
39 H -3.889 -2.019 -1.903
40 C -0.671 -1.680 -6.474
41 N -0.539 -0.586 -5.423
42 C -1.668 -0.907 -4.429
43 C 0.808 -0.587 -4.722
44 C -0.809 0.717 -6.148
45 C 0.064 1.034 -7.363
46 O -0.561 2.216 -7.888
47 H 0.184 -1.649 -7.147
48 H -1.625 -1.629 -6.991
49 H -0.538 -2.605 -5.919
50 H -2.606 -0.950 -4.977
51 H -1.759 -0.029 -3.788
52 H -1.434 -1.775 -3.818
53 H 1.025 -1.630 -4.494
54 H 0.730 0.014 -3.819
55 H 1.605 -0.203 -5.355
56 H -0.575 1.398 -5.329
57 H -1.847 0.769 -6.472
58 H 0.066 0.247 -8.116
59 H 1.080 1.271 -7.044
60 H 0.063 2.738 -8.398
61 C 7.040 4.063 -0.224
62 N 5.716 3.382 0.095
63 C 6.101 2.070 0.805
64 C 4.913 4.304 0.958
65 C 5.046 3.163 -1.275
66 C 3.936 2.111 -1.247
67 O 2.761 2.659 -0.715
68 H 7.565 4.485 0.632
69 H 6.768 4.789 -0.988
70 H 7.768 3.351 -0.608
71 H 5.276 1.697 1.408
72 H 7.001 2.217 1.398
73 H 6.378 1.332 0.053
74 H 4.709 5.193 0.360
75 H 5.618 4.562 1.747
76 H 3.968 3.927 1.340
77 H 5.824 2.923 -2.002
78 H 4.663 4.100 -1.682
79 H 4.243 1.305 -0.581
80 H 3.656 1.752 -2.238
81 H 2.233 2.984 -1.454
82 C 0.379 2.785 1.082
83 C -0.537 2.618 2.296
84 C -0.278 3.388 3.570
85 C -1.479 3.489 4.498
86 N -1.186 3.584 5.966
87 C -2.429 3.662 6.871
88 C -1.989 2.935 8.166
89 C -0.822 2.014 7.891
90 C -0.447 2.293 6.423
91 C -0.287 4.826 6.241
92 C -0.935 6.148 5.921
93 C 0.040 7.278 6.420
94 H 1.336 2.339 1.365
95 H 0.590 3.803 0.755
96 H 0.007 2.151 0.278
97 H -0.397 1.553 2.494
98 H -1.537 2.715 1.865
99 H -0.068 4.450 3.405
100 H 0.578 2.874 4.006
101 H -1.960 2.529 4.288
102 H -2.256 4.192 4.201
103 H -2.676 4.672 7.194
104 H -3.276 3.314 6.282
105 H -1.695 3.678 8.908
106 H -2.787 2.330 8.596
107 H -0.039 2.323 8.581
108 H -1.122 0.969 7.932
109 H 0.598 2.232 6.121
110 H -0.981 1.570 5.804
111 H 0.663 4.736 5.715
112 H -0.127 4.644 7.304
113 H -1.767 6.291 6.614
114 H -1.350 6.445 4.960
115 H 0.019 7.395 7.503
116 H -0.193 8.205 5.894
117 H 1.101 7.202 6.167
118 C 0.093 4.045 -5.084
119 F -0.828 4.680 -4.388
120 F -0.491 3.292 -6.020
121 F 0.971 4.815 -5.771
122 S 1.226 3.042 -3.982
123 O 2.044 2.327 -4.956
124 O 2.007 4.030 -3.185
125 O 0.394 2.165 -3.160
126 C 5.487 -0.821 -3.941
127 F 6.665 -1.395 -3.967
128 F 5.654 0.473 -3.517
129 F 4.918 -0.649 -5.132
130 S 4.265 -1.738 -2.746
131 O 2.948 -1.196 -3.093
132 O 4.384 -3.178 -2.856
133 O 4.632 -1.309 -1.408
134 C -1.588 -5.421 -5.179
135 F -0.497 -5.156 -5.906
136 F -1.424 -4.658 -4.074
137 F -2.689 -5.034 -5.811
138 S -1.598 -7.248 -4.761
139 O -0.396 -7.534 -3.984
140 O -2.868 -7.390 -4.019
141 O -1.585 -7.873 -6.076
142 C -3.606 -0.731 3.436
143 F -4.006 -1.998 3.295
144 F -2.291 -0.555 3.331
145 F -4.291 -0.059 2.526
146 S -4.142 -0.141 5.164
147 O -5.619 -0.098 5.177
148 O -3.485 -1.027 6.115
149 O -3.600 1.199 5.211
150 C 2.837 0.579 4.090
151 F 3.741 -0.398 4.241
152 F 2.526 0.655 2.810
153 F 1.794 0.209 4.841
154 S 3.516 2.245 4.807
155 O 4.447 2.662 3.745
156 O 2.351 3.134 4.997
157 O 4.170 1.920 6.052
158 C -2.948 1.602 -1.333
159 F -2.589 2.831 -1.702
160 F -1.932 0.755 -1.497
161 F -3.250 1.568 -0.037
162 S -4.504 1.176 -2.340
163 O -4.252 1.498 -3.746
164 O -4.626 -0.283 -2.155
165 O -5.639 1.787 -1.676
166 C 0.413 -6.066 2.402
167 F 0.816 -6.997 3.262
168 F 0.320 -6.695 1.200
169 F -0.809 -5.634 2.691
170 S 1.661 -4.654 2.292
171 O 1.839 -4.273 3.699
172 O 2.968 -4.980 1.733
173 O 0.915 -3.600 1.629

For the HOMO energy, the calculation gives -4.4 eV. The value obtained for the frontier orbital gap is 6.94 eV. The charge is -2.

Atomic partial charges in e from the Mulliken method, atoms 1 to 4: -1.180 -0.562 2.482 0.084

***

[2]
Here is a structure of composition C6H9N3 from the Open Molecules 2025 dataset. Energies are from ωB97M-V/def2-TZVPD.

Geometry (Å):
1 C 1.655 0.275 0.377
2 C -0.134 1.208 -0.627
3 C -2.008 0.595 0.026
4 C -0.853 -0.465 0.164
5 C -0.262 -1.841 0.133
6 C 0.958 -0.878 -0.483
7 H 1.332 0.506 1.447
8 H 2.761 0.255 0.020
9 H 1.204 2.277 0.441
10 H -2.485 0.634 0.948
11 H -2.416 0.452 -0.915
12 H -0.436 -0.072 1.080
13 H 0.100 -2.459 0.954
14 H -0.631 -2.406 -0.615
15 H 1.578 -1.235 -1.258
16 N 1.191 1.501 -0.365
17 N -1.272 1.768 -0.198
18 N -0.281 -0.114 -1.129

For the HOMO energy, the calculation gives -8.4 eV. The value obtained for the frontier orbital gap is 9.25 eV. The charge is 0.

Atomic partial charges in e from the Mulliken method, atoms 1 to 4: -0.685 0.761 -0.646 -0.070

***

[3]
Here is an isolated molecule of C17H21N3O3 from the Open Molecules 2025 dataset. Energies are from ωB97M-V/def2-TZVPD.

Geometry (Å):
1 C 1.167 2.475 6.752
2 C 0.560 1.951 5.467
3 O -0.597 2.114 5.164
4 N 1.476 1.278 4.704
5 C 1.308 0.659 3.465
6 C 0.102 0.675 2.768
7 C -0.001 0.036 1.548
8 C 1.091 -0.627 0.994
9 C 1.053 -1.308 -0.330
10 O 2.035 -1.392 -1.045
11 N -0.140 -1.859 -0.660
12 C -0.392 -2.477 -1.935
13 C -1.175 -1.588 -2.948
14 C -1.676 -0.308 -2.339
15 C -1.056 0.765 -1.763
16 C -2.082 1.682 -1.422
17 C -3.246 1.105 -1.816
18 O -3.013 -0.096 -2.372
19 N -0.385 -1.405 -4.161
20 C -1.193 -0.985 -5.287
21 C 0.784 -0.559 -4.020
22 C 2.302 -0.615 1.683
23 C 2.409 0.010 2.906
24 H 1.980 3.164 6.531
25 H 0.403 2.997 7.320
26 H 1.556 1.653 7.349
27 H 2.412 1.208 5.079
28 H -0.746 1.191 3.186
29 H -0.939 0.093 1.015
30 H -0.925 -1.728 -0.044
31 H 0.575 -2.730 -2.371
32 H -0.951 -3.401 -1.764
33 H -2.070 -2.141 -3.257
34 H -0.007 0.893 -1.592
35 H -1.958 2.635 -0.948
36 H -4.266 1.430 -1.761
37 H -2.011 -1.689 -5.432
38 H -0.570 -0.989 -6.180
39 H -1.615 0.025 -5.164
40 H 1.425 -0.722 -4.887
41 H 0.531 0.510 -3.974
42 H 1.342 -0.828 -3.127
43 H 3.152 -1.108 1.238
44 H 3.353 0.004 3.434

For the HOMO energy, the calculation gives -8.3 eV. As for the SMILES: CC(=O)Nc1ccc(C(=O)NC[C@@H](c2ccco2)N(C)C)cc1. The value obtained for the frontier orbital gap is 8.96 eV. The charge is 0.

Atomic partial charges in e from the Mulliken method, atoms 1 to 4: -1.324 0.805 -0.609 -0.166

***

[4]
Here is a cluster of 2 separate species, C16H28BFINO9S3 in total from the Open Molecules 2025 dataset. Energies are from ωB97M-V/def2-TZVPD.

Geometry (Å):
1 C -1.536 -0.210 -0.176
2 C -1.264 -0.342 -1.494
3 C -1.708 -1.559 -2.294
4 S -1.497 -1.147 -4.088
5 C -3.111 -0.654 -4.629
6 O -0.627 0.002 -4.224
7 O -1.093 -2.269 -4.894
8 O -3.090 -1.626 -2.103
9 B -3.483 -2.845 -1.291
10 O -4.273 -2.577 -0.136
11 C -4.344 -3.832 -2.302
12 C -5.430 -4.574 -1.626
13 O -6.481 -4.157 -1.328
14 I -5.054 -6.698 -1.165
15 O -2.118 -3.337 -0.882
16 C -1.138 -2.915 -1.694
17 S -0.855 -4.364 -2.745
18 S 0.389 -2.676 -0.579
19 O 1.234 -3.821 -0.670
20 O -0.017 -2.437 0.772
21 F 1.252 -1.468 -1.140
22 H -0.716 0.085 0.473
23 H -2.516 -0.320 0.265
24 H -0.733 0.468 -1.986
25 H -2.990 -0.437 -5.686
26 H -3.792 -1.491 -4.528
27 H -3.434 0.200 -4.048
28 H -4.153 -1.680 0.181
29 H -4.857 -3.193 -3.019
30 H -3.725 -4.554 -2.829
31 H 0.295 -4.031 -3.348
32 C 2.944 1.213 3.942
33 C 2.514 1.047 2.458
34 C 3.712 1.253 1.519
35 C 4.161 2.708 1.390
36 C 2.993 3.611 0.987
37 C 1.786 3.501 1.928
38 N 1.427 2.035 2.089
39 O 0.774 1.642 1.153
40 C 2.120 4.157 3.280
41 C 0.602 4.289 1.377
42 C 2.004 -0.376 2.324
43 H 2.878 0.265 4.468
44 H 3.968 1.571 4.038
45 H 2.298 1.894 4.493
46 H 3.450 0.881 0.523
47 H 4.530 0.633 1.879
48 H 4.611 3.058 2.322
49 H 4.940 2.776 0.630
50 H 3.311 4.653 0.969
51 H 2.685 3.357 -0.032
52 H 1.325 3.990 4.007
53 H 2.219 5.230 3.141
54 H 3.056 3.812 3.712
55 H 0.340 3.996 0.362
56 H 0.860 5.344 1.356
57 H -0.279 4.167 2.008
58 H 1.117 -0.539 2.938
59 H 2.767 -1.077 2.652
60 H 1.749 -0.630 1.301

For the HOMO energy, the calculation gives -7.9 eV. The value obtained for the frontier orbital gap is 3.12 eV. The charge is 0.

Atomic partial charges in e from the Mulliken method, atoms 1 to 4: -0.681 -1.079 1.132 1.561

***

[5]
Here is a cluster of 2 separate species, C3H8O2S in total from the Open Molecules 2025 dataset. Energies are from ωB97M-V/def2-TZVPD.

Geometry (Å):
1 O 2.477 -0.330 1.466
2 C 1.660 -0.172 0.598
3 C 0.304 0.454 0.909
4 C -0.375 1.061 -0.303
5 S -2.185 0.822 -0.069
6 H 1.784 -0.422 -0.465
7 H 0.425 1.120 1.754
8 H -0.277 -0.357 1.373
9 H -0.157 2.125 -0.321
10 H -0.163 0.594 -1.254
11 H -2.633 1.442 -1.168
12 O -0.094 -1.847 -0.935
13 H -1.053 -1.791 -0.853
14 H 0.286 -2.700 -0.732

For the HOMO energy, the calculation gives -9.4 eV. As for the SMILES: O=CCCS.O. The value obtained for the frontier orbital gap is 10.04 eV. The charge is 0.

Atomic partial charges in e from the Mulliken method, atoms 1 to 4: -0.495 -0.055 -0.530 -0.659

***

[6]
Here is an isolated molecule of C11H13NO2 from the Open Molecules 2025 dataset. Energies are from ωB97M-V/def2-TZVPD.

Geometry (Å):
1 C -0.454 -2.995 -1.172
2 C -1.143 -1.795 -1.488
3 C -0.032 -3.410 0.084
4 C -1.154 -0.891 -0.457
5 C -0.136 -2.446 1.111
6 C -0.654 -1.151 0.830
7 C -0.594 1.181 1.663
8 C -0.613 -0.189 1.790
9 C 0.691 2.015 -0.433
10 C 0.885 3.131 -1.376
11 C 1.462 0.755 -0.779
12 N -0.172 2.039 0.520
13 O -0.926 1.958 2.626
14 O -0.449 -0.585 3.129
15 H -0.211 -3.712 -1.953
16 H -1.447 -1.566 -2.480
17 H 0.420 -4.418 0.189
18 H -1.842 0.028 -0.655
19 H -0.055 -2.741 2.140
20 H 0.496 2.952 -2.388
21 H 1.905 3.436 -1.529
22 H 0.154 3.862 -1.115
23 H 2.331 0.944 -1.505
24 H 0.684 0.117 -1.155
25 H 2.060 0.265 0.023
26 H -0.682 2.932 0.798
27 H -0.525 0.286 3.584

As for the expectation value of S²: 2.048. For the HOMO energy (spin up / spin down), the calculation gives -5.3 / -9.6 eV. As for the spin multiplicity: 3. The value obtained for the frontier orbital gap (spin up / spin down) is 5.96 / 8.41 eV. The charge is 0.

Atomic partial charges in e from the Mulliken method, atoms 1 to 4: -0.244 -0.656 -0.604 -0.306

***

[7]
Here is a cluster of 7 separate species, C14H42O7 in total from the Open Molecules 2025 dataset. Energies are from ωB97M-V/def2-TZVPD.

Geometry (Å):
1 C -35.945 5.619 -4.823
2 C -36.880 5.082 -5.864
3 O -37.193 3.672 -5.647
4 H -35.414 6.482 -5.225
5 H -35.154 4.911 -4.579
6 H -36.384 5.959 -3.885
7 H -36.328 5.039 -6.803
8 H -37.800 5.653 -5.991
9 H -36.446 3.142 -5.934
10 C -31.998 18.934 -8.172
11 C -31.962 20.454 -8.084
12 O -33.006 21.068 -7.326
13 H -31.705 18.462 -7.235
14 H -31.330 18.529 -8.933
15 H -33.010 18.667 -8.479
16 H -32.173 20.878 -9.065
17 H -30.953 20.779 -7.831
18 H -32.970 22.013 -7.491
19 C -26.305 15.764 -6.009
20 C -26.589 14.788 -7.076
21 O -25.500 13.859 -7.312
22 H -25.443 16.335 -6.353
23 H -25.919 15.297 -5.103
24 H -27.122 16.428 -5.725
25 H -26.982 15.090 -8.047
26 H -27.445 14.303 -6.606
27 H -25.534 13.150 -6.666
28 C -41.651 9.966 -4.109
29 C -42.284 10.372 -5.481
30 O -43.124 11.446 -5.242
31 H -42.307 9.326 -3.520
32 H -41.392 10.816 -3.478
33 H -40.717 9.417 -4.235
34 H -42.814 9.582 -6.012
35 H -41.490 10.809 -6.086
36 H -44.063 11.248 -5.250
37 C -34.325 12.504 -7.129
38 C -35.378 12.266 -8.232
39 O -35.343 10.878 -8.487
40 H -33.331 12.189 -7.448
41 H -34.565 11.944 -6.226
42 H -34.299 13.553 -6.833
43 H -35.252 12.851 -9.143
44 H -36.349 12.675 -7.953
45 H -36.098 10.585 -9.002
46 C -40.797 10.749 -11.810
47 C -39.897 9.544 -11.784
48 O -39.732 8.947 -10.518
49 H -41.822 10.543 -11.502
50 H -40.872 10.999 -12.868
51 H -40.438 11.676 -11.363
52 H -38.878 9.728 -12.126
53 H -40.317 8.815 -12.478
54 H -40.378 8.257 -10.352
55 C -37.560 16.076 -13.834
56 C -37.612 17.055 -12.568
57 O -36.543 17.925 -12.403
58 H -38.499 15.527 -13.757
59 H -36.688 15.425 -13.776
60 H -37.494 16.552 -14.812
61 H -37.661 16.420 -11.683
62 H -38.485 17.704 -12.498
63 H -36.573 18.326 -11.532

For the HOMO energy, the calculation gives -10.1 eV. As for the SMILES: CCO.CCO.CCO.CCO.CCO.CCO.CCO. The value obtained for the frontier orbital gap is 10.40 eV. The charge is 0.

Atomic partial charges in e from the Mulliken method, atoms 1 to 4: -0.874 -0.216 -0.537 0.300

***

[8]
Here is an isolated molecule of C2H4N4 from the Open Molecules 2025 dataset. Energies are from ωB97M-V/def2-TZVPD.

Geometry (Å):
1 N -0.399 0.671 -1.906
2 C -0.150 0.508 -0.592
3 N 0.929 0.550 0.037
4 N 1.153 -0.226 1.072
5 C -0.498 -0.856 1.492
6 N -1.308 -0.608 0.613
7 H -1.339 0.873 -2.203
8 H 0.197 0.229 -2.600
9 H 1.817 0.287 1.673
10 H -0.402 -1.429 2.415

For the HOMO energy, the calculation gives -8.7 eV. The value obtained for the frontier orbital gap is 9.58 eV. The charge is 0.

Atomic partial charges in e from the Mulliken method, atoms 1 to 4: -0.369 0.317 -0.186 -0.331

***

[9]
Here is a cluster of 2 separate species, C8H17NO in total from the Open Molecules 2025 dataset. Energies are from ωB97M-V/def2-TZVPD.

Geometry (Å):
1 C 2.062 -1.521 -0.072
2 C 1.272 -0.686 -1.042
3 C 1.048 0.622 -0.871
4 O 1.528 1.327 0.193
5 N 0.258 1.381 -1.723
6 C 0.426 2.817 -1.748
7 H 1.610 -1.511 0.928
8 H 2.094 -2.552 -0.411
9 H 3.096 -1.165 0.017
10 H 0.866 -1.174 -1.912
11 H 1.869 0.700 0.840
12 H 0.167 0.963 -2.638
13 H 1.399 3.130 -2.149
14 H -0.366 3.246 -2.361
15 H 0.336 3.192 -0.730
16 C -0.700 0.126 2.160
17 C -1.362 -0.608 1.284
18 C -1.344 -2.106 1.314
19 C -2.188 -0.008 0.188
20 H -0.714 1.202 2.132
21 H -0.116 -0.320 2.950
22 H -2.365 -2.499 1.364
23 H -0.781 -2.486 2.160
24 H -0.904 -2.485 0.400
25 H -1.855 -0.383 -0.777
26 H -3.234 -0.279 0.316
27 H -2.104 1.076 0.187

For the HOMO energy, the calculation gives -7.5 eV. As for the SMILES: C/C=C(\O)NC.C=C(C)C. The value obtained for the frontier orbital gap is 8.34 eV. The charge is 0.

Atomic partial charges in e from the Mulliken method, atoms 1 to 4: -1.579 -0.041 0.356 -0.558

***

The calculation returns the following molar mass values, one per record and in order: 1616.47 123.16 315.37 631.31 108.16 191.23 322.48 84.08 143.23 g/mol.